# 1
DFT (ωB97M-V with the def2-TZVPD basis set) results for a cluster of 2 separate species, ClH3N2 in total.

Calculated values
Multiplicity   1
Energy relative to the best compared isomer or geometry (same formula, charge and spin)   94.6 kcal/mol
Lowest unoccupied orbital energy   -2.48 eV
Gap between HOMO and LUMO   6.7 eV

The geometry in XYZ format:
```
6
Properties=species:S:1:pos:R:3:lowdin_charge:R:1
N -1.133 -0.826 0.190 0.092
N 0.759 0.870 -0.105 -0.472
Cl 2.016 -0.053 -0.585 0.531
H -0.745 -1.112 -0.688 -0.051
H -1.494 0.085 0.325 -0.064
H 0.597 1.037 0.863 -0.037
```

---

# 2
DFT (ωB97M-V with the def2-TZVPD basis set) results for the molecule ClH3N3P3.

Calculated values
Multiplicity   3
Energy relative to the best compared isomer or geometry (same formula, charge and spin)   1.6 kcal/mol
Lowest unoccupied orbital energy (alpha / beta)   -0.49 / -2.01 eV
Gap between HOMO and LUMO (alpha / beta)   6.6 / 7.5 eV

The geometry in XYZ format:
```
10
Properties=species:S:1:pos:R:3:lowdin_charge:R:1
N -1.737 -0.690 0.072 -0.801
N 0.884 -1.063 0.179 -0.549
N 1.199 1.754 0.005 -0.269
P -0.605 -1.865 0.044 0.731
P 1.790 0.329 -0.287 0.671
P -3.223 -0.436 0.329 0.375
Cl -3.213 1.567 -0.295 0.000
H 1.532 -1.778 0.020 -0.066
H 0.562 2.034 -0.728 -0.045
H 2.812 0.148 0.660 -0.047
```

---

# 3
DFT (ωB97M-V with the def2-TZVPD basis set) results for a structure of composition ClH3NPS.

Calculated values
Multiplicity   1
Energy relative to the best compared isomer or geometry (same formula, charge and spin)   128.8 kcal/mol
Lowest unoccupied orbital energy (alpha / beta)   -2.77 / -2.65 eV
Gap between HOMO and LUMO (alpha / beta)   6.0 / 6.7 eV

The geometry in XYZ format:
```
7
Properties=species:S:1:pos:R:3:lowdin_charge:R:1
N 1.402 0.342 0.746 -0.418
P 0.417 -0.058 -2.060 0.527
S 0.082 0.116 0.057 0.298
Cl -1.535 -1.827 1.062 -0.276
H 1.448 0.571 1.750 0.037
H -0.958 -0.306 -2.087 -0.223
H -0.857 1.163 0.532 0.057
```

---

# 4
DFT (ωB97M-V with the def2-TZVPD basis set) results for a structure of composition ClH3SSi.

Calculated values
Multiplicity   1
Energy relative to the best compared isomer or geometry (same formula, charge and spin)   33.2 kcal/mol
Lowest unoccupied orbital energy   -1.03 eV
Gap between HOMO and LUMO   8.8 eV

The geometry in XYZ format:
```
6
Properties=species:S:1:pos:R:3:lowdin_charge:R:1
Si 0.189 -0.343 -0.404 0.305
S -0.824 1.503 -0.080 0.383
Cl 2.670 0.515 0.169 -0.274
H 0.062 -1.336 0.641 -0.106
H 0.887 -0.868 -1.651 -0.079
H -0.259 1.605 1.073 -0.229
```

---

# 5
DFT (ωB97M-V with the def2-TZVPD basis set) results for the molecule ClH4N2OP.

Calculated values
Multiplicity   1
Energy relative to the best compared isomer or geometry (same formula, charge and spin)   74.2 kcal/mol
Lowest unoccupied orbital energy   0.73 eV
Gap between HOMO and LUMO   9.4 eV
SMILES   N[P@H](O)=NCl

The geometry in XYZ format:
```
9
Properties=species:S:1:pos:R:3:lowdin_charge:R:1
N -0.638 -1.200 -0.204 -0.096
N 1.471 0.612 -0.316 -0.735
O -0.934 1.386 -0.328 -0.237
P 0.029 0.241 0.252 0.444
Cl 2.900 -0.249 0.160 0.373
H -1.639 -1.061 -0.246 0.047
H -0.414 -2.068 0.270 0.062
H -0.300 0.470 1.522 0.015
H -0.474 1.870 -1.109 0.128
```

---

# 6
DFT (ωB97M-V with the def2-TZVPD basis set) results for a cluster of 2 separate species, ClH4N2OP in total.

Calculated values
Multiplicity   1
Energy relative to the best compared isomer or geometry (same formula, charge and spin)   42.7 kcal/mol
Lowest unoccupied orbital energy   0.26 eV
Gap between HOMO and LUMO   10.5 eV

The geometry in XYZ format:
```
9
Properties=species:S:1:pos:R:3:lowdin_charge:R:1
N 0.864 -1.122 0.420 -0.101
N 0.436 1.308 -0.389 -0.212
O 2.956 0.597 0.476 -0.327
P 1.535 0.404 0.177 0.491
Cl -4.062 -0.076 0.126 0.224
H 1.583 -1.802 0.731 0.063
H -0.105 -1.445 0.512 0.068
H -4.150 0.032 -1.173 -0.228
H 0.944 2.106 -0.880 0.021
```

---

# 7
DFT (ωB97M-V with the def2-TZVPD basis set) results for a cluster of 3 separate species, ClH4O2 in total.

Calculated values
Net charge   -1
Multiplicity   1
Energy relative to the best compared isomer or geometry (same formula, charge and spin)   4.4 kcal/mol
Lowest unoccupied orbital energy   4.40 eV
Gap between HOMO and LUMO   8.7 eV

The geometry in XYZ format:
```
7
Properties=species:S:1:pos:R:3:lowdin_charge:R:1
Cl -0.322 -0.766 -0.529 -0.604
O 2.302 -1.551 1.712 -0.127
H 1.816 -0.982 1.081 -0.054
H 1.762 -1.497 2.506 0.012
O -1.873 1.791 -1.952 -0.149
H -2.581 1.608 -1.327 0.006
H -1.104 1.396 -1.492 -0.083
```

---

# 8
DFT (ωB97M-V with the def2-TZVPD basis set) results for the molecule ClH6NSi2.

Calculated values
Multiplicity   1
Energy relative to the best compared isomer or geometry (same formula, charge and spin)   74.9 kcal/mol
Lowest unoccupied orbital energy   -1.81 eV
Gap between HOMO and LUMO   6.9 eV

The geometry in XYZ format:
```
10
Properties=species:S:1:pos:R:3:lowdin_charge:R:1
N -0.798 0.580 -0.209 -0.340
Si -0.321 -1.334 -0.143 0.251
Si 0.396 1.775 -0.039 0.766
Cl 2.150 -0.835 -0.249 -0.209
H -1.578 0.687 0.352 -0.047
H -0.294 -1.828 -1.506 -0.104
H -1.720 -1.872 0.019 -0.116
H 0.395 -1.743 1.260 -0.068
H 1.528 2.188 -0.824 -0.086
H 0.243 2.382 1.339 -0.046
```

---

# 9
DFT (ωB97M-V with the def2-TZVPD basis set) results for a cluster of 2 separate species, ClHN2O in total.

Calculated values
Multiplicity   1
Energy relative to the best compared isomer or geometry (same formula, charge and spin)   20.8 kcal/mol
Lowest unoccupied orbital energy   0.84 eV
Gap between HOMO and LUMO   12.6 eV
SMILES   N#[N+][O-].Cl

The geometry in XYZ format:
```
5
Properties=species:S:1:pos:R:3:lowdin_charge:R:1
N -0.360 0.993 0.286 -0.390
N 0.159 1.463 -0.574 0.222
O -1.014 0.553 1.116 0.090
Cl 1.134 -1.595 -0.047 0.298
H 0.081 -1.415 -0.782 -0.219
```

---

# 10
DFT (ωB97M-V with the def2-TZVPD basis set) results for the molecule ClHN2O2.

Calculated values
Multiplicity   1
Energy relative to the best compared isomer or geometry (same formula, charge and spin)   35.2 kcal/mol
Lowest unoccupied orbital energy   0.22 eV
Gap between HOMO and LUMO   10.7 eV
SMILES   [O-]/[N+](O)=N\Cl

The geometry in XYZ format:
```
6
Properties=species:S:1:pos:R:3:lowdin_charge:R:1
N -1.939 -0.350 0.065 -0.407
N -1.417 0.767 0.000 -0.476
O 0.007 0.699 0.039 0.043
O -1.870 1.865 -0.074 0.069
Cl -3.603 -0.585 -0.073 0.627
H 0.485 -0.177 -0.012 0.145
```

---

# 11
DFT (ωB97M-V with the def2-TZVPD basis set) results for a cluster of 2 separate species, ClHN6 in total.

Calculated values
Multiplicity   1
Energy relative to the best compared isomer or geometry (same formula, charge and spin)   4.6 kcal/mol
Lowest unoccupied orbital energy   -0.31 eV
Gap between HOMO and LUMO   9.5 eV

The geometry in XYZ format:
```
8
Properties=species:S:1:pos:R:3:lowdin_charge:R:1
N -1.378 0.680 0.219 -0.313
N 1.240 -2.178 0.121 0.215
N -0.413 1.076 0.628 0.172
N 1.534 -1.104 -0.038 -0.301
N -2.261 0.126 -0.352 0.086
N 1.543 0.070 -0.227 -0.498
Cl 2.960 1.020 -0.217 0.568
H -3.226 0.311 -0.135 0.069
```

---

# 12
DFT (ωB97M-V with the def2-TZVPD basis set) results for the ion ClHNO2S with charge -1.

Calculated values
Net charge   -1
Multiplicity   1
Energy relative to the best compared isomer or geometry (same formula, charge and spin)   65.0 kcal/mol
Lowest unoccupied orbital energy   3.87 eV
Gap between HOMO and LUMO   8.7 eV
SMILES   N=[S@](=O)([O-])Cl

The geometry in XYZ format:
```
6
Properties=species:S:1:pos:R:3:lowdin_charge:R:1
N -1.202 -0.364 0.486 -0.349
O 1.056 1.569 0.182 -0.623
O 0.008 0.014 -1.782 -0.462
S 0.001 0.050 -0.353 0.267
Cl 1.231 -1.524 0.154 0.170
H -1.093 0.254 1.312 -0.003
```

---

# 13
DFT (ωB97M-V with the def2-TZVPD basis set) results for a cluster of 2 separate species, ClHNO3P in total.

Calculated values
Multiplicity   1
Energy relative to the best compared isomer or geometry (same formula, charge and spin)   24.9 kcal/mol
Lowest unoccupied orbital energy   -1.48 eV
Gap between HOMO and LUMO   9.8 eV
SMILES   O=[NH+][O-].O=PCl

The geometry in XYZ format:
```
7
Properties=species:S:1:pos:R:3:lowdin_charge:R:1
N 1.740 -0.012 0.287 -0.292
O -1.074 0.497 -0.778 -0.547
O 2.893 0.243 0.252 0.075
O 1.339 -0.946 0.965 0.007
P -2.102 0.086 0.149 0.490
Cl -3.760 -0.509 -0.931 0.125
H 0.964 0.641 0.055 0.143
```

---

# 14
DFT (ωB97M-V with the def2-TZVPD basis set) results for a structure of composition ClHO4.

Calculated values
Multiplicity   1
Energy relative to the best compared isomer or geometry (same formula, charge and spin)   27.3 kcal/mol
Lowest unoccupied orbital energy   -2.33 eV
Gap between HOMO and LUMO   9.8 eV

The geometry in XYZ format:
```
6
Properties=species:S:1:pos:R:3:lowdin_charge:R:1
O -0.432 -1.671 0.552 -0.227
O -0.745 -0.293 -1.410 -0.222
O -0.978 0.613 0.760 -0.283
O 1.486 0.439 -0.011 -0.169
Cl -0.440 -0.400 -0.075 0.886
H 1.109 1.312 0.184 0.015
```

---

# 15
DFT (ωB97M-V with the def2-TZVPD basis set) results for the molecule ClHOS.

Calculated values
Multiplicity   1
Energy relative to the best compared isomer or geometry (same formula, charge and spin)   24.1 kcal/mol
Lowest unoccupied orbital energy   -0.87 eV
Gap between HOMO and LUMO   9.1 eV
SMILES   SOCl

The geometry in XYZ format:
```
4
Properties=species:S:1:pos:R:3:lowdin_charge:R:1
O 0.184 0.491 0.506 -1.123
S -0.619 -1.008 0.126 0.716
Cl 1.812 0.807 0.095 0.536
H -1.377 -0.290 -0.727 -0.129
```

---

# 16
DFT (ωB97M-V with the def2-TZVPD basis set) results for a structure of composition ClIN3P3.

Calculated values
Multiplicity   1
Lowest unoccupied orbital energy   -2.05 eV
Gap between HOMO and LUMO   7.4 eV

The geometry in XYZ format:
```
8
Properties=species:S:1:pos:R:3:lowdin_charge:R:1
N -0.749 1.755 0.388 -0.555
N -1.059 0.701 -2.387 -0.324
N 0.935 0.000 1.302 -0.705
P 0.225 1.380 1.664 0.723
P -0.814 0.933 -0.956 0.296
P 0.767 -0.725 -0.150 -0.104
Cl 2.116 -2.168 -0.003 0.238
I -1.421 -1.877 0.142 0.430
```

---

# 17
DFT (ωB97M-V with the def2-TZVPD basis set) results for a structure of composition ClMg.

Calculated values
Net charge   +1
Multiplicity   1
Energy relative to the best compared isomer or geometry (same formula, charge and spin)   5.7 kcal/mol
Lowest unoccupied orbital energy   -8.34 eV
Gap between HOMO and LUMO   7.4 eV

The geometry in XYZ format:
```
2
Properties=species:S:1:pos:R:3:lowdin_charge:R:1
Mg 0.529 0.807 0.634 1.123
Cl -0.529 -0.807 -0.634 -0.123
```

---

# 18
DFT (ωB97M-V with the def2-TZVPD basis set) results for a cluster of 2 separate species, ClN2O2 in total.

Calculated values
Net charge   -1
Multiplicity   1
Energy relative to the best compared isomer or geometry (same formula, charge and spin)   8.2 kcal/mol
Lowest unoccupied orbital energy   4.24 eV
Gap between HOMO and LUMO   7.1 eV

The geometry in XYZ format:
```
5
Properties=species:S:1:pos:R:3:lowdin_charge:R:1
N -1.248 -0.726 0.859 0.201
N -0.867 -0.157 -0.002 -0.331
O 1.782 -0.635 0.307 -1.034
O -0.852 0.409 -1.037 0.034
Cl 3.014 0.519 0.020 0.131
```

---

# 19
DFT (ωB97M-V with the def2-TZVPD basis set) results for a structure of composition ClN2O6Tl2.

Calculated values
Net charge   +3
Multiplicity   1
Lowest unoccupied orbital energy   -18.42 eV
Gap between HOMO and LUMO   3.3 eV

The geometry in XYZ format:
```
11
Properties=species:S:1:pos:R:3:lowdin_charge:R:1
Tl 0.515 -3.553 0.293 1.082
Tl -4.535 -0.388 1.990 1.123
N -0.778 0.231 0.496 -0.508
O -1.831 0.140 1.063 0.028
O -0.192 -0.819 0.231 -0.086
O -0.337 1.423 0.421 0.215
N 2.320 1.405 -1.636 -0.478
O 1.499 1.077 -2.469 0.452
O 2.190 2.326 -0.844 0.474
O 3.392 0.811 -1.606 0.505
Cl -2.242 -2.654 2.061 0.193
```

---

# 20
DFT (ωB97M-V with the def2-TZVPD basis set) results for a structure of composition ClNO7Rb.

Calculated values
Net charge   -1
Multiplicity   1
Energy relative to the best compared isomer or geometry (same formula, charge and spin)   57.6 kcal/mol
Lowest unoccupied orbital energy   0.37 eV
Gap between HOMO and LUMO   4.9 eV

The geometry in XYZ format:
```
10
Properties=species:S:1:pos:R:3:lowdin_charge:R:1
Rb 2.650 0.000 2.105 0.926
Cl 0.741 2.203 -2.741 0.658
O 0.315 0.839 -2.634 -0.408
O 1.821 2.396 -3.733 -0.393
O -0.489 2.998 -2.952 -0.381
O 1.330 2.288 -1.408 -0.447
N -1.521 -2.695 2.821 -0.695
O -1.703 -2.873 1.637 -0.047
O -2.532 -3.017 3.517 -0.124
O -0.612 -2.140 3.389 -0.090
```

---

no.,calculated total energy (Ha)
1,-571.2750
2,-1650.2681
3,-1256.1103
4,-1149.6561
5,-988.6727
6,-988.7229
7,-613.1611
8,-1097.4556
9,-645.4821
10,-720.6046
11,-789.1395
12,-1064.1726
13,-1082.5504
14,-761.3987
15,-934.1106
16,-1946.1698
17,-660.0123
18,-720.0906
19,-1364.2955
20,-1065.3648